[1]
A molecular structure, C6H3O5Pm, computed with ωB97M-V with the def2-TZVPD basis set.

```
! RIJCOSX wB97M-V def2-TZVPD def2/J DEFGRID3
* xyz 3 6
Pm -3.5321 2.3106 1.8230
O 0.6279 -1.5177 1.9126
O -1.4318 1.3093 0.5806
O 0.9902 0.2590 -3.2443
O 0.6261 -1.7027 -0.2629
O 0.5783 -3.5862 0.9915
C 0.6976 -0.3528 0.0443
C -0.9833 1.3958 -0.5742
C 0.6402 -2.4006 0.8883
C 0.1451 0.1230 -2.4423
C 0.1746 0.5837 -0.9782
C 0.6802 -0.2473 1.3979
H 1.0304 0.5433 2.0534
H -1.4113 2.0723 -1.3306
H 1.1675 1.2102 -0.8592
*
```

Values from the calculation:
HOMO level (spin up / spin down), eV: -19.220 / -19.219
Maximum force, hartree/bohr: 0.1645
Energy relative to the best compared isomer or geometry (same formula, charge and spin), eV: 0.0000
Molar mass, g mol⁻¹: 300.09
Kohn-Sham gap (spin up / spin down), eV: 4.518 / 4.517
Energy, eV: -33024.9575

[2]
C6H4 in the gas phase, computed with ωB97M-V with the def2-TZVPD basis set.

```
! RIJCOSX wB97M-V def2-TZVPD def2/J DEFGRID3
* xyz 0 1
C -0.0796 -0.6618 0.5574
C -1.4434 -0.4187 -0.0736
C 1.2182 -1.0621 0.0773
C 1.7792 0.1171 -0.3024
C -0.5706 0.7591 0.3644
C 0.2403 1.6569 -0.0934
H -1.6776 -0.2702 -1.1222
H -2.2560 -0.6220 0.6230
H 1.7726 -1.9855 0.0052
H 1.0171 2.4871 -0.0358
*
```

Values from the calculation:
HOMO level (spin up / spin down), eV: -7.875 / -7.879
Maximum force, hartree/bohr: 0.0468
Energy relative to the best compared isomer or geometry (same formula, charge and spin), eV: 5.7587
Molar mass, g mol⁻¹: 76.10
Kohn-Sham gap (spin up / spin down), eV: 7.143 / 7.148
Energy, eV: -6276.7165

[3]
2 unconnected molecules or ions with the total composition C6H4, computed with ωB97M-V with the def2-TZVPD basis set.

```
! RIJCOSX wB97M-V def2-TZVPD def2/J DEFGRID3
* xyz 0 1
C 1.1937 1.1034 -0.2423
C 0.4100 1.0303 -1.2946
C -0.0357 -0.4281 0.8246
C -0.6653 0.1819 -1.3825
C 0.9961 0.4302 0.9090
C -0.8678 -0.5824 -0.2609
H 0.0916 -1.0051 1.7771
H 1.8077 0.5069 2.2077
H -1.7445 -1.1908 -0.2584
H -1.1858 -0.0463 -2.2797
*
```

Values from the calculation:
HOMO level (spin up / spin down), eV: -9.580 / -9.579
Maximum force, hartree/bohr: 0.1222
Energy relative to the best compared isomer or geometry (same formula, charge and spin), eV: 1.8300
Molar mass, g mol⁻¹: 76.10
Kohn-Sham gap (spin up / spin down), eV: 8.971 / 8.971
Energy, eV: -6280.6452

[4]
A molecular structure, C6H40FeO23, computed with ωB97M-V with the def2-TZVPD basis set.

```
! RIJCOSX wB97M-V def2-TZVPD def2/J DEFGRID3
* xyz -1 6
Fe -17.5382 -26.8383 -32.6012
O -17.3821 -25.6144 -31.0235
O -21.6831 -26.2368 -30.7533
O -21.2106 -25.9805 -26.2334
O -14.8362 -25.8650 -26.1904
O -18.6441 -22.6935 -33.2300
O -19.1908 -20.9138 -31.3038
O -17.6152 -25.7008 -23.7463
O -18.6358 -22.1859 -24.0306
O -13.7493 -27.1958 -28.9599
O -20.5845 -22.8688 -29.3383
O -15.4483 -23.2183 -31.8823
O -23.0103 -23.1650 -31.4349
O -22.6585 -20.8304 -29.1068
O -16.8307 -26.6704 -28.4737
O -19.6374 -23.5845 -26.5606
O -16.8570 -21.1188 -26.8562
O -22.2022 -21.7817 -26.1279
O -16.2916 -29.4004 -28.6617
O -17.2733 -25.0666 -33.7748
O -23.2078 -24.4003 -28.4972
O -15.2608 -26.9170 -32.6776
O -18.6925 -27.8747 -26.1227
O -19.6019 -26.9258 -32.4772
C -19.0685 -24.2535 -30.1739
C -19.6127 -23.7024 -29.0771
C -18.2058 -25.0592 -27.4081
C -19.1351 -24.0172 -27.6630
C -18.0527 -25.2615 -30.0670
C -17.6589 -25.7692 -28.5618
H -14.5572 -26.6867 -29.0261
H -22.6226 -26.2570 -30.9357
H -15.6614 -25.7950 -26.6704
H -17.6588 -21.5750 -26.6011
H -13.7135 -27.6962 -29.7751
H -19.4132 -23.9755 -31.1589
H -14.4716 -26.8702 -33.2172
H -18.8190 -22.3640 -32.3485
H -19.5207 -27.4275 -25.9488
H -18.1926 -27.2558 -26.6548
H -21.7627 -25.6645 -25.5181
H -17.7736 -24.2600 -33.6504
H -21.9438 -22.3215 -25.3810
H -20.2333 -26.4404 -31.9462
H -18.8075 -21.3248 -24.4116
H -21.4626 -21.8390 -26.7328
H -14.2864 -25.1720 -26.5561
H -16.5080 -24.7982 -34.2833
H -23.6359 -25.2124 -28.2260
H -21.5242 -25.3576 -30.4099
H -19.9131 -20.8671 -31.9302
H -15.2781 -22.4143 -32.3731
H -19.3677 -22.7285 -24.3242
H -20.4556 -25.3921 -26.2317
H -20.0089 -27.7817 -32.6114
H -19.5963 -21.2193 -30.4923
H -23.9501 -22.9848 -31.4604
H -17.5385 -25.4346 -24.6626
H -16.1732 -21.7863 -26.8014
H -16.1602 -23.6446 -32.3595
H -21.8898 -21.3998 -29.0739
H -18.4789 -25.3882 -23.4771
H -23.2749 -21.2236 -28.4889
H -22.3452 -24.4340 -28.0836
H -22.8102 -23.2643 -30.5041
H -19.2361 -22.1960 -33.7941
H -16.1481 -28.9102 -27.8521
H -16.4498 -28.7282 -29.3244
H -14.9930 -27.4118 -31.9032
H -17.9068 -25.2414 -26.3864
*
```

Values from the calculation:
HOMO level (spin up / spin down), eV: -2.111 / -4.054
Maximum force, hartree/bohr: 0.1731
Molar mass, g mol⁻¹: 536.21
Kohn-Sham gap (spin up / spin down), eV: 2.153 / 3.790
Energy, eV: -88350.4010

[5]
14 unconnected molecules or ions with the total composition C6H40N2O13, computed with ωB97M-V with the def2-TZVPD basis set.

```
! RIJCOSX wB97M-V def2-TZVPD def2/J DEFGRID3
* xyz 1 2
O 0.4206 -3.4889 2.1666
O -1.7483 -3.4192 -1.3742
O 0.9176 4.0742 1.2342
O 3.4390 -1.0377 -3.7483
O -1.4777 -4.8466 0.9645
O -1.6699 2.9603 -0.5257
O 0.8055 -2.9637 -2.4099
O 0.1295 3.1005 3.7655
O -0.2180 5.0623 -1.2735
O 1.9570 -2.5330 0.1830
O 4.4993 0.1850 -1.1975
O 1.3861 0.5229 -3.3898
O 0.8769 2.5725 -1.7364
N -2.1092 1.2800 2.5097
N 0.8133 0.2789 0.0074
C -0.4450 -0.2499 0.0344
C -3.6084 -0.6228 1.8282
C 1.3078 1.0302 1.1274
C -1.1848 -0.4522 -1.1173
C -2.4120 0.2236 1.5283
C -1.1010 -0.6621 1.3122
H 0.5371 3.3683 -2.1815
H 1.4808 0.3931 1.9990
H -3.7455 -0.7532 2.9046
H 1.5540 -3.0879 -0.5080
H 1.3578 -0.3580 -3.0208
H 0.9609 -3.2219 1.3889
H -2.6356 0.7760 0.6133
H -1.2627 -1.7467 1.3874
H -0.5520 -0.3279 2.2080
H -1.8091 -4.0424 -0.6101
H -0.9852 4.4936 -1.0263
H 0.8587 0.6841 -0.9274
H -0.8996 -0.2090 -2.1331
H -2.7588 2.0605 2.5299
H 0.0021 -3.3643 -2.0270
H -1.9719 -3.9520 -2.1450
H 3.7867 -0.6052 -2.9621
H -0.4031 5.1785 -2.2146
H -2.1337 -1.0054 -0.9954
H 1.3916 -3.6765 -2.6869
H 0.6456 1.8239 1.4628
H 0.5400 4.9507 1.1619
H 1.0516 -3.6488 2.8692
H -3.6225 -1.5777 1.3132
H -0.8419 -4.2395 1.4175
H -0.5688 2.4339 3.6287
H 3.9166 0.0373 -0.4598
H 1.4873 -1.6977 0.1212
H 5.3844 -0.0068 -0.8342
H 3.1224 -1.9231 -3.5358
H 1.2389 3.8183 0.3660
H -1.4178 2.7884 0.4007
H -2.2159 -4.6334 1.5577
H -2.0294 0.9048 3.4524
H 0.3801 3.0919 2.8226
H 1.1816 1.9882 -2.4826
H 1.7260 0.4437 -4.2845
H -0.9896 2.4513 -1.0059
H 2.2526 1.5146 0.8560
H -4.5922 -0.1382 1.6914
*
```

Values from the calculation:
HOMO level (spin up / spin down), eV: -13.237 / -13.221
Maximum force, hartree/bohr: 0.0728
Energy relative to the best compared isomer or geometry (same formula, charge and spin), eV: 0.0000
Molar mass, g mol⁻¹: 348.39
Kohn-Sham gap (spin up / spin down), eV: 10.060 / 6.547
Energy, eV: -36461.9294

[6]
14 unconnected molecules or ions with the total composition C6H41NO14, computed with ωB97M-V with the def2-TZVPD basis set.

```
! RIJCOSX wB97M-V def2-TZVPD def2/J DEFGRID3
* xyz 0 1
O -2.0884 2.1884 -1.9251
O 1.8653 -0.0676 2.9944
O -0.3245 3.5522 1.9798
O -3.3970 -1.5263 -1.3022
O 3.0795 -2.0312 -1.2197
O 3.8647 -1.0827 1.3447
O -3.0273 -3.5451 0.4883
O -1.1315 -1.4875 -2.7251
O 0.6776 -3.3048 -1.1938
O -0.4147 -3.5384 1.2245
O 2.7498 0.0077 -3.0801
O -2.6916 2.7882 0.6768
O 0.1252 0.9224 -3.2138
O -3.1425 1.2919 3.0056
N -0.5619 0.1871 1.3490
C -0.1759 -2.2741 1.8400
C 2.0303 2.8996 -0.8760
C 2.2124 1.7161 0.0559
C -1.0065 -1.2068 1.1389
C 1.2862 0.5448 -0.3057
C -0.1665 0.7963 0.0511
H -1.3305 0.7112 1.7447
H -2.3303 2.4061 -0.9999
H 4.1631 -1.8830 1.7892
H 0.1532 -2.7144 -1.7547
H -2.0891 -3.5413 0.8074
H -0.3461 0.0683 -3.0754
H 2.1662 2.6220 -1.9201
H 1.0746 0.0519 2.4157
H -0.3516 1.5384 -2.6362
H 0.8885 -2.0538 1.8421
H -1.3411 -1.8839 -3.5804
H 3.1490 -0.7305 1.9243
H -1.9305 3.2494 1.0797
H 1.3822 0.3709 -1.3775
H -2.7545 1.8018 3.7217
H -3.8912 0.8020 3.3593
H -2.9137 2.3061 -2.4081
H 3.3115 0.7476 -3.3260
H 0.1075 4.2946 1.5506
H 3.2450 1.3686 0.0072
H 0.2581 2.7970 1.8513
H -1.0172 -1.4336 0.0727
H 1.6357 -0.3731 0.1613
H 2.1107 0.8182 3.2881
H -0.3620 1.8631 0.0690
H -0.8187 0.4257 -0.7395
H 1.0207 3.3063 -0.8324
H 1.5854 -2.9090 -1.1500
H 0.0648 -3.5482 0.3575
H -0.4392 -2.3911 2.8885
H -1.9938 -1.4898 -2.2347
H -3.3051 -2.2918 -0.6797
H -3.2437 -4.4462 0.2367
H 3.0617 -1.2942 -1.8615
H 3.3168 -1.6516 -0.3440
H 2.0501 1.9778 1.1086
H -3.0842 2.2695 1.4041
H 1.8302 0.3486 -3.1835
H -3.4598 -0.7512 -0.7323
H 2.7032 3.7198 -0.6263
H -2.0387 -1.3082 1.4748
*
```

Values from the calculation:
HOMO level, eV: -9.472
Maximum force, hartree/bohr: 0.0130
Energy relative to the best compared isomer or geometry (same formula, charge and spin), eV: 0.0000
Molar mass, g mol⁻¹: 351.39
Kohn-Sham gap, eV: 9.328
Energy, eV: -37045.2707

[7]
15 unconnected molecules or ions with the total composition C6H42NO14, computed with ωB97M-V with the def2-TZVPD basis set.

```
! RIJCOSX wB97M-V def2-TZVPD def2/J DEFGRID3
* xyz 1 1
O -0.5095 -3.1413 3.0050
O -2.8099 -1.8751 2.5659
O 3.9614 -0.9969 1.7215
O 2.3472 -3.4467 -1.2095
O -2.1837 4.1065 -0.3649
O 1.7438 -2.5646 1.5441
O -0.4804 2.6951 1.7175
O 2.7692 2.6716 -2.8551
O -2.4125 0.5156 1.6688
O 0.0231 -0.5021 3.6148
O 0.9708 3.8969 -1.3831
O -3.8070 1.8666 -0.5805
O -0.2875 -4.5310 -1.5011
O -2.4392 2.7715 -3.0592
N -1.3517 -2.6424 -0.0423
C -0.4529 -1.8557 -0.9372
C -0.0469 0.4470 -1.8423
C 1.0721 0.6390 -0.7357
C 3.4126 1.4236 -0.2267
C 2.3756 0.7082 -1.0427
C -1.1141 -0.4524 -1.1731
H -2.9403 -2.0791 3.4921
H 0.4432 -1.7414 -0.2736
H -2.3832 3.6171 -2.5986
H -0.3238 -2.2076 -1.9846
H -2.1680 -2.2456 0.4239
H -4.5007 2.5007 -0.3530
H 1.6056 3.2611 -1.7807
H -3.6753 2.1222 -1.5228
H -3.2332 0.9770 1.4744
H -0.2689 0.3717 3.3622
H -2.2860 3.2462 -0.7807
H 4.4717 1.1679 -0.3441
H 0.4628 2.7285 1.4731
H 0.9614 -0.6034 3.7882
H -1.8340 1.2662 1.9082
H -1.7555 -3.5705 -0.3648
H -0.4539 1.4028 -2.1369
H 3.0267 -4.0893 -1.4500
H 0.6548 0.9649 0.1893
H 3.2391 2.4953 -0.5359
H -1.5567 4.6254 -0.8812
H 2.8610 0.4011 -1.9517
H 3.5482 2.1143 -2.7844
H 1.4872 4.6867 -1.1658
H 0.5281 -5.0346 -1.6037
H 2.3692 -3.3293 -0.2629
H -2.6303 -0.9129 2.5062
H -1.9155 -0.4733 -1.8579
H -0.8144 -2.9384 0.8282
H 3.8508 -1.7143 1.1002
H 2.0520 -3.4531 1.7488
H 2.9384 3.0327 -3.7334
H -1.9522 2.9124 -3.8719
H -0.9348 3.2025 1.0190
H -1.2959 -0.1649 -0.1141
H -0.5879 -2.1766 3.0727
H 3.3707 1.5431 0.8722
H 3.1327 -0.5217 1.6930
H -1.2386 -3.7065 3.2396
H -0.5616 -4.4592 -2.4231
H 1.0522 -2.5185 2.2202
H 0.3907 -0.0134 -2.7169
*
```

Values from the calculation:
HOMO level, eV: -11.532
Maximum force, hartree/bohr: 0.0749
Energy relative to the best compared isomer or geometry (same formula, charge and spin), eV: 4.5640
Molar mass, g mol⁻¹: 352.39
Kohn-Sham gap, eV: 9.287
Energy, eV: -37052.0684

[8]
14 unconnected molecules or ions with the total composition C6H42NO15, computed with ωB97M-V with the def2-TZVPD basis set.

```
! RIJCOSX wB97M-V def2-TZVPD def2/J DEFGRID3
* xyz 1 1
O -2.2541 4.5903 0.0259
O 0.2949 5.6873 5.2009
O 0.9649 1.8953 2.3949
O 0.3279 -3.9407 -1.6361
O -1.1031 -5.6497 -0.1921
O 1.2919 -2.6607 2.8469
O -3.1281 2.7703 4.0029
O -2.6491 -1.2157 0.0179
O -2.2431 -1.2297 -4.1681
O -3.7841 -4.6337 -3.2351
O 3.8929 4.2113 2.5739
O 3.7239 -1.1247 0.0519
O 1.4309 3.2693 -1.9101
O 2.0869 0.5903 -2.1321
O -2.1001 0.5533 -2.0821
N 0.4559 -0.5447 -0.3591
C 0.3379 -2.4697 -1.6911
C 0.0559 -4.5907 -2.9451
C 0.5009 -1.9177 -0.3651
C 0.7329 0.0463 1.0349
C 0.7009 3.3063 2.6529
C 0.6949 1.5823 1.0949
H 1.7759 3.6853 2.4559
H 1.9689 -3.1927 2.7929
H -0.8801 -5.5027 0.7959
H 1.4229 -2.3577 -0.0041
H 0.1189 4.8403 5.7639
H 2.1899 1.4153 -1.8161
H -2.8211 -1.9417 -4.4381
H -0.2751 1.7043 0.7969
H -3.9831 -4.1587 -2.5021
H -2.5501 3.5383 4.2859
H -0.5191 -2.2407 -2.0951
H 3.5339 4.9443 3.1389
H -1.0361 -4.2897 -3.3521
H -2.8841 -0.6597 -0.8181
H -0.1731 -2.3637 0.3829
H 1.0279 -2.1417 -2.4691
H -3.1731 -1.9647 0.0039
H 0.8039 -4.4977 -3.7591
H 3.6059 3.2673 2.8249
H -1.5681 5.0763 0.6009
H 0.8959 -2.7057 3.7749
H -2.7411 3.9043 0.5869
H 1.5959 1.9553 0.5969
H -0.3221 -5.4117 -0.6701
H -0.0031 3.5983 1.8789
H -4.0381 -3.8457 -3.7181
H -1.6851 -1.0387 -4.9941
H 0.2739 3.5383 3.6949
H 3.8259 -1.5927 -0.8461
H -2.1241 1.4103 -2.0961
H 2.3469 3.3223 -1.8621
H -2.9741 2.0223 4.4839
H -0.1071 -5.7107 -2.7661
H 1.6769 -0.3117 1.4739
H 4.0169 -0.0907 -0.0331
H -0.5841 6.0383 4.9919
H 1.3329 3.4113 -2.8691
H 0.0729 -0.2287 1.5419
H -0.3681 -0.0707 -0.6021
H 1.2209 -0.3547 -0.8241
H -1.9981 0.1353 -2.9611
H 2.8719 0.3443 -2.5551
*
```

Values from the calculation:
HOMO level, eV: -12.558
Maximum force, hartree/bohr: 0.2669
Energy relative to the best compared isomer or geometry (same formula, charge and spin), eV: 0.2240
Molar mass, g mol⁻¹: 368.39
Kohn-Sham gap, eV: 9.765
Energy, eV: -39092.4839